No. 1
C5H11N | ωB97M-V/def2-TZVPD

Output
- ΔE to the lowest compared entry with this formula, charge and spin (kcal per mole) = 68.68
- SMILES string = C=CCN(C)C
- HOMO (eV) = -7.63

Bonds (Å) are listed after each position.
Geometry (Å):
1 H 0.530 -0.330 1.939  C8 1.095
2 H -0.140 2.088 0.820  C14 1.090
3 H 3.116 -0.313 -1.315  C12 1.079
4 H 1.703 1.041 0.177  C10 1.084
5 H -2.166 0.043 -1.384  C7 1.093
6 H -1.685 1.368 1.331  C14 1.100
7 C -1.616 -0.542 -0.643  H5 1.093, H11 1.099, N13 1.444, H16 1.091
8 C 0.517 -0.655 0.893  H1 1.095, C10 1.465, N13 1.698, H17 1.087
9 H 2.233 -1.827 -0.783  C12 1.080
10 C 1.448 0.007 -0.023  H4 1.084, C8 1.465, C12 1.361
11 H -2.335 -0.876 0.118  C7 1.099
12 C 2.278 -0.748 -0.794  H3 1.079, H9 1.080, C10 1.361
13 N -0.555 0.249 -0.065  C7 1.444, C8 1.698, C14 1.445
14 C -1.000 1.510 0.482  H2 1.090, H6 1.100, N13 1.445, H15 1.094
15 H -1.517 2.098 -0.283  C14 1.094
16 H -1.174 -1.404 -1.145  C7 1.091
17 H 0.363 -1.709 0.677  C8 1.087

---

No. 2
C4H3FN2 | ωB97M-V/def2-TZVPD

Output
- ΔE to the lowest compared entry with this formula, charge and spin (kcal per mole) = 39.29
- SMILES string = [H]/N=C1\N=CC=C1F
- HOMO (eV) = -10.25

Bonds (Å) are listed after each position.
Geometry (Å):
1 H -1.646 -0.182 2.135  N10 0.989
2 H -1.048 0.016 -2.259  C3 1.076
3 C -0.571 -0.063 -1.298  H2 1.076, C4 1.516, N7 1.284
4 C 0.905 0.116 -1.003  C3 1.516, C8 1.299, H9 1.119
5 C -0.355 -0.153 0.894  N7 1.479, C8 1.494, N10 1.249
6 F 1.981 0.248 1.157  C8 1.324
7 N -1.284 -0.276 -0.251  C3 1.284, C5 1.479
8 C 0.990 0.093 0.293  C4 1.299, C5 1.494, F6 1.324
9 H 1.686 0.335 -1.773  C4 1.119
10 N -0.658 -0.133 2.106  H1 0.989, C5 1.249

---

No. 3
C29H54F7NO10S2 | ωB97M-V/def2-TZVPD

Output
- SMILES string = C[C@@H](O[C@@H](CCCF)COC(F)(F)F)[C@@H](CCO)O[C@@](CCCCOC=O)(CCCSC(=S)N1CCOCC1)C(F)(F)F.CO.CO.CO
- HOMO (eV) = -8.24

Bonds (Å) are listed after each position.
Geometry (Å):
1 F -1.457 2.838 3.318  C7 1.320
2 H 4.837 0.238 -5.413  C90 1.100
3 O 1.712 -5.264 -3.402  C99 1.162
4 H -5.764 6.011 -0.038  C95 1.092
5 H 0.978 -3.527 1.673  C68 1.090
6 C 2.458 -1.069 1.770  C50 1.546, C54 1.565, H79 1.098, H81 1.089
7 C -2.631 3.153 2.803  F1 1.320, F17 1.338, F19 1.338, O83 1.322
8 H -4.908 0.503 -0.358  C45 1.095
9 H -4.122 1.999 0.919  C94 1.086
10 H -2.625 0.072 -1.095  C77 1.092
11 C -4.834 3.012 6.330  H20 1.093, H36 1.087, O39 1.423, H85 1.093
12 H 1.091 3.634 0.667  C101 1.094
13 H -4.276 -1.310 -1.852  C31 1.097
14 F -1.166 -1.326 1.591  C91 1.330
15 C 0.999 -2.058 -0.025  H32 1.089, C54 1.534, H55 1.098, C68 1.548
16 H 0.413 -6.595 -0.169  C87 1.091
17 F -3.526 2.282 3.280  C7 1.338
18 C -0.297 2.142 -0.134  C29 1.561, O38 1.408, H56 1.095, C101 1.562
19 F -2.960 4.344 3.316  C7 1.338
20 H -5.640 3.386 5.693  C11 1.093
21 C 3.661 -1.813 -4.288  H26 1.100, O33 1.419, H51 1.096, C75 1.534
22 H -7.146 4.945 0.346  C95 1.093
23 O -0.998 -0.878 -2.844  C40 1.428, H67 0.964
24 H 0.325 0.172 -3.999  C40 1.099
25 H 3.452 1.283 0.950  C64 1.092
26 H 4.341 -2.246 -5.037  C21 1.100
27 H -2.884 1.181 -2.534  C77 1.090
28 H 4.832 -2.642 -2.732  C75 1.091
29 C 0.184 0.717 -0.552  C18 1.561, O47 1.443, H48 1.094, C82 1.536
30 F -4.785 -0.283 -3.550  C31 1.375
31 C -4.922 -0.494 -2.198  H13 1.097, F30 1.375, H37 1.098, C45 1.535
32 H 1.752 -2.019 -0.811  C15 1.089
33 O 3.075 -0.604 -4.744  C21 1.419, C90 1.418
34 H 1.701 -5.599 -0.811  C87 1.096
35 N 5.265 -0.558 -2.822  C41 1.419, C63 1.473, C75 1.479
36 H -5.040 3.282 7.363  C11 1.087
37 H -5.942 -0.821 -1.956  C31 1.098
38 O -1.324 2.694 -0.923  C18 1.408, C93 1.411
39 O -4.759 1.593 6.246  C11 1.423, H76 0.963
40 C -0.259 0.321 -3.081  O23 1.428, H24 1.099, H71 1.099, C82 1.527
41 C 5.715 -0.442 -1.482  N35 1.419, S96 1.630, S97 1.808
42 H 2.064 -1.435 7.070  C60 1.093
43 H 4.848 0.688 1.841  C64 1.094
44 H 3.606 -1.297 -0.080  C50 1.090
45 C -4.613 0.767 -1.379  H8 1.095, C31 1.535, H73 1.092, C77 1.557
46 H 3.687 0.899 -2.640  C63 1.095
47 O 1.235 0.385 0.381  C29 1.443, C54 1.408
48 H -0.661 0.040 -0.395  C29 1.094
49 C -0.026 -4.444 -0.031  C68 1.560, C87 1.551, H92 1.096, H102 1.092
50 C 3.734 -0.881 0.919  C6 1.546, H44 1.090, C64 1.538, H74 1.095
51 H 2.829 -2.520 -4.196  C21 1.096
52 F -0.107 0.288 2.593  C91 1.313
53 H -6.434 4.933 -1.281  C95 1.087
54 C 1.129 -0.892 0.963  C6 1.565, C15 1.534, O47 1.408, C91 1.560
55 H 0.038 -1.963 -0.548  C15 1.098
56 H -0.470 2.103 0.947  C18 1.095
57 H -5.125 4.094 1.089  O80 0.964
58 H 5.264 1.478 -3.307  C63 1.094
59 H 3.507 -1.593 -2.178  C75 1.099
60 C 2.129 -1.484 5.981  H42 1.093, H69 1.093, O78 1.425, H86 1.087
61 H 0.690 3.881 -1.015  C101 1.094
62 F 0.305 -1.708 3.064  C91 1.332
63 C 4.550 0.651 -3.268  N35 1.473, H46 1.095, H58 1.094, C90 1.530
64 C 4.270 0.561 0.921  H25 1.092, H43 1.094, C50 1.538, S97 1.840
65 H 1.323 1.504 -2.293  C82 1.093
66 H 2.011 -3.910 0.322  C68 1.099
67 H -1.172 -1.251 -3.716  O23 0.964
68 C 1.035 -3.480 0.585  H5 1.090, C15 1.548, C49 1.560, H66 1.099
69 H 1.635 -2.390 5.621  C60 1.093
70 H -3.309 3.032 -1.075  C93 1.097
71 H -0.871 1.216 -3.257  C40 1.099
72 H 3.510 1.361 -4.977  C90 1.095
73 H -5.179 1.627 -1.743  C45 1.092
74 H 4.507 -1.494 1.394  C50 1.095
75 C 4.321 -1.694 -2.909  C21 1.534, H28 1.091, N35 1.479, H59 1.099
76 H -4.576 1.370 5.328  O39 0.963
77 C -3.075 0.990 -1.478  H10 1.092, H27 1.090, C45 1.557, C93 1.553
78 O 3.493 -1.473 5.567  C60 1.425, H100 0.963
79 H 2.426 -0.314 2.567  C6 1.098
80 O -5.312 3.995 0.149  H57 0.964, C95 1.425
81 H 2.524 -2.044 2.249  C6 1.089
82 C 0.750 0.629 -1.977  C29 1.536, C40 1.527, H65 1.093, H88 1.095
83 O -2.633 3.280 1.487  C7 1.322, C94 1.470
84 H -2.594 1.173 1.226  C94 1.099
85 H -3.884 3.458 6.024  C11 1.093
86 H 1.635 -0.615 5.554  C60 1.087
87 C 0.611 -5.677 -0.724  H16 1.091, H34 1.096, C49 1.551, O103 1.456
88 H 1.459 -0.206 -1.977  C82 1.095
89 H 1.838 2.591 -0.570  C101 1.091
90 C 4.032 0.441 -4.692  H2 1.100, O33 1.418, C63 1.530, H72 1.095
91 C 0.008 -0.901 2.047  F14 1.330, F52 1.313, C54 1.560, F62 1.332
92 H -0.600 -4.842 0.814  C49 1.096
93 C -2.643 2.253 -0.685  O38 1.411, H70 1.097, C77 1.553, C94 1.524
94 C -3.048 2.065 0.772  H9 1.086, O83 1.470, H84 1.099, C93 1.524
95 C -6.216 5.033 -0.220  H4 1.092, H22 1.093, H53 1.087, O80 1.425
96 S 6.589 -1.652 -0.827  C41 1.630
97 S 5.365 1.024 -0.483  C41 1.808, C64 1.840
98 H 0.210 -3.996 -3.013  C99 1.105
99 C 0.710 -4.974 -2.890  O3 1.162, H98 1.105, O103 1.384
100 H 3.918 -2.247 5.951  O78 0.963
101 C 0.923 3.108 -0.276  H12 1.094, C18 1.562, H61 1.094, H89 1.091
102 H -0.737 -3.940 -0.689  C49 1.092
103 O 0.046 -5.855 -2.054  C87 1.456, C99 1.384